12
Properties=species:S:1:pos:R:3:nbo_charge:R:1 method="wB97M-V/def2-TZVPD" energy_ev=-13409.524 fmax_ev_per_a=4.0 relative_energy_kcal_mol=99.6 mol_weight_g_mol=120.06 e_homo_ev=-8.564 gap_ev=9.0
C 2.272 0.405 0.255 0.4282
C 0.103 0.324 -0.221 0.3501
C -0.877 -0.687 0.123 0.6588
O 2.973 -0.501 0.015 -0.4546
O -0.332 -0.582 -1.193 -0.5050
O -0.283 1.637 -0.331 -0.7274
O -2.198 -0.361 0.252 -0.7003
O -0.551 -1.772 0.849 -0.6679
H 2.463 1.381 0.690 0.1409
H 0.098 2.042 -1.121 0.4882
H -2.371 0.501 -0.140 0.4995
H -1.296 -2.387 0.823 0.4896